Entry 1:
Computed, not measured: a structure of composition C2H6BBrOPt at a distorted geometry, with ωB97M-V with the def2-TZVPD basis set.

Calculated values
total charge = +2
frontier orbital gap = 0.1727 Eh

Geometry as XYZ:
```
12
C2H6BBrOPt, DFT ωB97M-V with the def2-TZVPD basis set
C 1.437 -0.930 -0.059
C 0.908 0.491 0.124
O -0.354 0.532 0.897
B -1.381 0.247 0.172
Br -2.994 -0.706 0.807
H 2.210 -0.926 -0.826
H 1.823 -1.304 0.888
H 0.670 -1.642 -0.391
H 0.849 1.046 -0.821
H 1.630 1.034 0.732
H -1.368 0.602 -1.020
Pt -3.432 1.555 -0.504
```



Entry 2:
Computed, not measured: a structure of composition C2H6BClIO4S at a distorted geometry, with ωB97M-V with the def2-TZVPD basis set.

Calculated values
total charge = -1
frontier orbital gap = 0.1569 Eh

Geometry as XYZ:
```
16
C2H6BClIO4S, DFT ωB97M-V with the def2-TZVPD basis set
C -0.580 0.338 -1.768
C -0.559 -0.978 -0.791
B -0.596 -0.652 0.820
O -1.929 -0.289 1.417
O 0.552 -0.724 1.748
S 1.585 0.626 1.587
O 0.827 1.799 0.886
O 2.792 0.105 0.451
I 3.269 1.792 -0.550
H -0.728 -0.076 -2.878
H 0.408 0.966 -1.780
H -1.515 1.053 -1.586
H 0.378 -1.627 -1.124
H -1.552 -1.591 -1.040
H -2.406 0.363 0.820
Cl 0.055 -1.106 3.787
```